i) Molecular formula: C2H2OS3
Method: DFT, the ωB97M-V functional and the def2-TZVPD basis

Each line ends with the Löwdin charge.
Positions of all 8 atoms, in Å:
O: 1.3256 1.0802 0.3338  -0.052
C: 0.6396 0.0544 0.3768  -0.768
S: 1.2589 -1.3558 1.4182  0.789
C: -0.6526 -0.0657 -0.4571  -1.151
S: -1.6989 -1.2479 -0.4843  0.743
S: -0.8653 1.3522 -1.5740  0.782
H: 0.1112 -2.0334 1.3492  -0.187
H: -0.1185 2.2161 -0.9627  -0.155

Computed properties:
net charge = 0
LUMO = -1.675 eV
SMILES string = O=C(S)C(=S)S

ii) Molecular formula: C2H2OS3
Method: DFT, the ωB97M-V functional and the def2-TZVPD basis

Each line ends with the Löwdin charge.
Positions of all 8 atoms, in Å:
C: 2.5591 0.0947 0.4937  0.001
C: 2.3437 0.5271 -0.6065  -0.008
O: -2.7440 0.9595 1.1982  -0.632
S: -2.0353 -2.0132 0.4646  0.082
S: -2.5709 -0.9444 -1.0878  0.027
S: -2.7312 1.0067 -0.2440  0.513
H: 2.4730 -0.6230 1.2582  0.011
H: 2.7057 0.9925 -1.4764  0.007

Computed properties:
net charge = 0
LUMO (spin up / spin down) = -2.059 / -1.516 eV

Q: Which of them is the most stable? A: i).

i) Molecular formula: C2H3IOS
Method: DFT, the ωB97M-V functional and the def2-TZVPD basis

Each line ends with the Löwdin charge.
Positions of all 8 atoms, in Å:
O: 2.1313 -0.1990 -0.2530  -0.022
C: 1.1936 0.5925 -0.8642  -0.304
C: 0.2536 1.2623 -0.2706  -0.691
S: -0.5684 2.3422 0.4711  0.718
H: 2.9573 0.0195 -0.7387  0.114
H: 1.3910 0.6611 -1.9272  0.120
I: -3.1067 -0.4546 -0.1005  0.368
H: -3.2615 -1.8063 0.8536  -0.303

Computed properties:
net charge = 0
LUMO = -0.536 eV
SMILES string = OC=C=S.I

ii) Molecular formula: C2H3IOS
Method: DFT, the ωB97M-V functional and the def2-TZVPD basis

Each line ends with the Löwdin charge.
Positions of all 8 atoms, in Å:
C: -0.2626 -0.9425 -0.4835  -0.696
C: 0.3041 0.3182 -0.0997  -0.405
O: 1.6783 0.2554 0.3359  -0.069
S: -0.1983 -2.4572 -0.5443  0.913
I: -3.0841 0.7462 -0.3485  -0.056
H: -0.4362 0.5910 0.7778  0.087
H: 0.2879 1.1203 -0.9210  0.146
H: 1.7110 0.3685 1.2833  0.082

Computed properties:
net charge = 0
LUMO (spin up / spin down) = -1.560 / -2.556 eV

Q: Which of them is the most stable? A: i).

i) Molecular formula: C5H12N2O
Method: DFT, the ωB97M-V functional and the def2-TZVPD basis

Each line ends with the Löwdin charge.
Positions of all 20 atoms, in Å:
C: 0.1722 -0.0443 -0.5930  -0.581
C: 1.5075 0.4143 -0.0250  -0.144
C: -0.1497 -1.5269 -0.6986  -0.006
C: -1.9691 1.3032 0.0253  -0.076
N: -0.7080 0.6915 0.4504  -0.073
C: 2.1103 -0.2773 1.1018  -0.300
O: 0.0026 0.6029 -1.8281  0.005
N: 1.6085 -0.9229 2.0949  0.049
H: -0.7339 0.1976 -2.3007  0.101
H: -0.8584 0.0681 1.2401  0.116
H: 0.6034 -1.0826 1.9971  -0.001
H: 2.2065 0.6954 -0.8064  0.098
H: 0.5401 1.2835 0.5963  0.212
H: 3.1865 -0.1025 1.1821  0.094
H: 0.0383 -2.0509 0.2355  0.071
H: 0.4960 -1.9644 -1.4596  0.097
H: -1.1954 -1.6841 -0.9822  0.085
H: -1.7545 2.0400 -0.7453  0.083
H: -2.4272 1.7974 0.8807  0.086
H: -2.6755 0.5620 -0.3652  0.082

Computed properties:
net charge = 0
LUMO = 0.556 eV

ii) Molecular formula: C5H12N2O
Method: DFT, the ωB97M-V functional and the def2-TZVPD basis

Each line ends with the Löwdin charge.
Positions of all 20 atoms, in Å:
C: -0.9020 -1.0367 1.2914  -0.367
O: -0.7326 -0.9814 -0.0693  -0.221
C: 0.4337 -1.2862 1.9330  -0.261
N: 1.1203 -0.1099 2.5847  -0.039
H: -1.2752 -0.1020 1.6836  0.099
H: -1.6358 -1.8605 1.4662  0.125
H: 0.4025 -2.1209 2.6775  0.110
H: 1.1205 -1.6051 1.1319  0.109
H: 0.6591 0.1509 3.4611  0.066
H: 2.0613 -0.4327 2.8890  0.078
C: -0.2220 0.5866 -2.0895  -0.263
C: 0.1557 0.9493 -3.3470  0.028
C: 0.3357 0.6678 -0.1257  -0.054
N: -0.3393 1.5464 -0.9907  0.014
H: -0.5837 -0.4345 -1.9059  0.100
H: 0.4432 1.9986 -3.5426  0.059
H: 0.0203 0.2503 -4.1674  0.046
H: 0.5699 1.2043 0.7953  0.096
H: 1.1335 -0.0422 -0.4131  0.121
H: -1.3287 1.5038 -0.6518  0.153

Computed properties:
net charge = 0
LUMO = 0.948 eV

Q: Which of them is the most stable? A: i).

i) Molecular formula: C5H12N2O
Method: DFT, the ωB97M-V functional and the def2-TZVPD basis

Each line ends with the Löwdin charge.
Positions of all 20 atoms, in Å:
C: 0.8332 -0.1518 -0.4581  -0.191
C: -2.4681 0.2231 0.4133  -0.194
C: 0.7392 0.2727 -1.8811  -0.050
C: 1.4968 -1.4567 -0.2005  -0.035
C: 0.2123 0.5668 0.6507  -0.631
N: 0.1469 -0.0383 1.9202  0.129
O: -1.3081 0.7983 -0.1132  -0.206
N: 1.0935 1.5909 0.5947  0.185
H: -0.7497 -0.4448 2.1467  0.072
H: 0.4000 0.6390 2.6299  0.096
H: 0.9757 2.1465 -0.2471  0.056
H: -2.5918 -0.8423 0.1530  0.076
H: -2.5293 0.3051 1.5092  0.065
H: -3.3589 0.7403 0.0359  0.077
H: 0.2526 -0.5213 -2.4560  0.101
H: 0.7395 -2.2482 -0.2773  0.106
H: 0.1859 1.1997 -2.0112  0.081
H: 1.7443 0.3999 -2.2997  0.095
H: 1.8994 -1.5060 0.8128  0.085
H: 2.2864 -1.6727 -0.9224  0.083

Computed properties:
net charge = 0
LUMO (spin up / spin down) = 0.376 / 0.376 eV

ii) Molecular formula: C5H12N2O
Method: DFT, the ωB97M-V functional and the def2-TZVPD basis

Each line ends with the Löwdin charge.
Positions of all 20 atoms, in Å:
C: -0.5468 -0.3646 2.3529  -0.120
C: 0.3842 0.4594 1.4684  -0.218
C: -0.1313 0.3271 0.0062  -0.328
N: 0.5352 1.0582 -1.1085  -0.064
C: 0.4868 2.5152 -0.8615  -0.136
C: -0.0781 -1.1148 -0.4954  -0.495
N: -1.3178 -1.4656 -1.0747  0.133
O: 0.8649 -1.8938 -0.5114  0.056
H: -0.5234 -1.5144 2.1663  0.108
H: -0.3016 -0.3284 3.5039  0.105
H: -1.5312 -0.0025 2.2479  0.043
H: 0.3689 1.5571 1.8052  0.121
H: 1.4332 0.1685 1.4627  0.108
H: -1.1545 0.6915 0.1004  0.127
H: 1.4582 0.6743 -1.3313  0.119
H: 1.0223 2.8480 0.0982  0.085
H: -0.4790 2.9592 -0.7667  0.058
H: 0.9520 3.0274 -1.7504  0.088
H: -1.8899 -0.6700 -1.3948  0.100
H: -1.4850 -2.3421 -1.5911  0.110

Computed properties:
net charge = 0
LUMO = 0.961 eV
SMILES string = CC[C@@H](NC)C(N)=O

Q: Which of them is the most stable? A: ii).

i) Molecular formula: C5H12N2O
Method: DFT, the ωB97M-V functional and the def2-TZVPD basis

Each line ends with the Löwdin charge.
Positions of all 20 atoms, in Å:
C: 2.5340 0.4585 -0.3747  0.049
C: 1.2802 0.6788 0.0021  -0.394
C: 0.8801 1.8599 0.8405  -0.052
N: 0.2026 -0.1346 -0.4110  -0.174
N: 0.5228 -1.0121 -1.4721  0.056
C: -0.5067 -0.8076 0.6764  -0.235
O: -1.6238 -1.4992 0.2178  -0.175
C: -2.6931 -0.6664 -0.1733  -0.103
H: 2.8019 -0.3750 -0.9931  0.040
H: 3.3163 1.1502 -0.1098  0.054
H: 1.6645 2.6093 0.8201  0.075
H: 0.7176 1.5719 1.8797  0.074
H: -0.0421 2.2943 0.4551  0.083
H: 0.8695 -1.9092 -1.1134  0.093
H: -0.3281 -1.1990 -1.9967  0.083
H: 0.1317 -1.5779 1.1476  0.142
H: -0.7918 -0.0585 1.4253  0.121
H: -3.0479 -0.0677 0.6758  0.089
H: -2.3989 0.0117 -0.9824  0.085
H: -3.4888 -1.3273 -0.5137  0.088

Computed properties:
net charge = 0
LUMO = 0.965 eV
SMILES string = C=C(C)N(N)COC

ii) Molecular formula: C5H12N2O
Method: DFT, the ωB97M-V functional and the def2-TZVPD basis

Each line ends with the Löwdin charge.
Positions of all 20 atoms, in Å:
C: 2.3079 0.4780 0.2028  -0.129
C: 1.0383 0.5576 1.0286  -0.175
C: -0.5201 0.1747 0.5795  -0.194
C: -1.5506 0.6932 1.5358  -0.071
C: -0.7035 -0.6579 -0.4316  -0.380
N: -1.8684 -1.1728 -0.9676  0.111
O: 0.5011 -1.0568 -1.1351  -0.186
N: 0.5064 -0.5607 -2.5006  0.061
H: 2.5931 -0.5526 -0.0220  0.069
H: 2.2168 1.0453 -0.7274  0.068
H: 3.1408 0.9035 0.7747  0.072
H: 1.1686 -0.0407 1.9358  0.101
H: 0.9253 1.5971 1.3515  0.091
H: -2.3989 0.0152 1.6616  0.070
H: -1.9269 1.6588 1.1781  0.084
H: -1.1147 0.8716 2.5262  0.077
H: -1.6787 -2.0540 -1.4391  0.097
H: -2.5870 -1.2907 -0.2602  0.089
H: -0.3042 -1.0313 -2.9031  0.063
H: 0.2547 0.4225 -2.3879  0.081

Computed properties:
net charge = 0
LUMO = 0.871 eV
SMILES string = CC/C(C)=C(/N)ON

Q: Which of them is the most stable? A: i).

i) Molecular formula: C7H10O3
Method: DFT, the ωB97M-V functional and the def2-TZVPD basis

Each line ends with the Löwdin charge.
Positions of all 20 atoms, in Å:
O: 0.8577 -2.6581 -1.3801  0.099
C: 0.4440 -1.5022 -1.2828  -0.371
C: -0.9972 -0.8496 -1.5968  0.042
C: -0.8799 0.5139 -0.8854  -0.248
O: -1.6043 0.2352 0.4233  -0.129
C: -0.5938 -0.4447 1.3562  -0.197
C: 0.6061 0.3766 1.8174  -0.105
C: 0.8985 1.4152 0.4868  -0.046
C: 0.5260 0.6970 -0.8162  -0.376
O: 1.2236 -0.5075 -0.7100  0.042
H: -1.0349 -0.7154 -2.5620  0.060
H: -1.5854 -1.7222 -1.1371  0.172
H: -1.0358 1.5585 -1.3252  0.181
H: -1.1467 -0.6852 2.4531  0.169
H: -0.2748 -1.4375 0.9008  0.110
H: 0.3827 0.7837 2.8342  0.105
H: 1.3481 -0.5499 1.7513  0.145
H: 0.3111 2.2743 0.6391  0.097
H: 1.8991 1.6485 0.5434  0.077
H: 0.6558 1.5695 -1.5100  0.173

Computed properties:
net charge = 0
LUMO = 0.673 eV
SMILES string = O=C1C[C@H]2OCCC[C@H]2O1

ii) Molecular formula: C7H10O3
Method: DFT, the ωB97M-V functional and the def2-TZVPD basis

Each line ends with the Löwdin charge.
Positions of all 20 atoms, in Å:
C: 0.1961 -2.5360 0.7121  0.043
C: 0.0927 -1.2986 0.3289  -0.038
C: -0.2348 -0.0958 -0.0950  -0.261
O: 0.7009 0.6510 -0.7650  0.035
C: 2.0513 0.3167 -0.4299  -0.456
C: 2.4092 0.6039 1.0036  0.024
O: 2.8253 0.1029 -1.3124  0.156
C: -1.6003 0.5555 0.0167  -0.366
C: -2.3371 0.4024 -1.3183  -0.025
O: -1.4887 1.9043 0.4044  -0.013
H: 0.6784 -2.8128 1.6408  0.061
H: -0.1698 -3.3514 0.1055  0.063
H: 3.4525 0.3398 1.1651  0.092
H: 1.7837 0.0353 1.6981  0.083
H: 2.2694 1.6685 1.1982  0.100
H: -2.1594 0.0576 0.8142  0.153
H: -2.4997 -0.6489 -1.5422  0.085
H: -3.2976 0.9083 -1.2622  0.082
H: -1.7455 0.8458 -2.1200  0.087
H: -0.9267 2.3514 -0.2426  0.096

Computed properties:
net charge = 0
LUMO = 0.694 eV
SMILES string = C=C=C(OC(C)=O)[C@H](C)O

iii) Molecular formula: C7H10O3
Method: DFT, the ωB97M-V functional and the def2-TZVPD basis

Each line ends with the Löwdin charge.
Positions of all 20 atoms, in Å:
O: 2.2133 -1.1770 -0.4340  0.048
C: 1.2198 -1.2036 0.3118  -0.315
C: 0.3540 -2.2819 0.9320  -0.049
C: -0.6469 -1.1268 1.2108  -0.195
C: -1.1151 -0.6020 -0.1386  0.001
C: -0.3806 0.5665 -0.0661  -0.131
C: -0.8162 1.9974 -0.1244  -0.220
O: -1.6558 2.2725 -1.2220  -0.043
C: 0.4877 -0.0587 1.0268  -0.113
H: 0.0191 -3.0958 0.2756  0.121
H: 0.8352 -2.7063 1.8257  0.126
H: -1.2971 -1.1603 2.0898  0.146
H: -1.8696 -0.9533 -0.8451  0.115
H: -1.3062 2.2829 0.8231  0.138
H: 0.0778 2.6316 -0.2243  0.125
H: -2.4586 1.7481 -1.1466  0.087
H: 0.9849 0.5110 1.8210  0.154
O: 1.4322 0.7776 -2.2563  -0.127
H: 2.0684 -0.0302 -1.8407  0.116
H: 1.8537 1.6082 -2.0185  0.017

Computed properties:
net charge = 0
LUMO = 0.590 eV
SMILES string = O=C1C[C@@H]2C=C(CO)[C@H]12.O

Q: Which of them is the most stable? A: ii).

i) Molecular formula: C2H2N2O2S
Method: DFT, the ωB97M-V functional and the def2-TZVPD basis

Each line ends with the Löwdin charge.
Positions of all 9 atoms, in Å:
N: -1.9972 0.6724 1.6898  0.099
C: -1.3218 1.5021 1.2733  -0.588
S: -0.0246 2.3777 0.6002  0.895
O: 1.0308 1.4454 1.3417  -0.461
H: 0.8842 0.5645 0.9739  -0.021
N: -0.0114 -1.9911 -2.0020  0.207
C: 0.3302 -1.4825 -0.9845  -0.369
O: 0.6472 -0.9219 -0.0144  0.135
H: 0.4626 -2.1665 -2.8780  0.103

Computed properties:
net charge = 0
LUMO = 0.270 eV
SMILES string = N#CSO.N=C=O

ii) Molecular formula: C2H2N2O2S
Method: DFT, the ωB97M-V functional and the def2-TZVPD basis

Each line ends with the Löwdin charge.
Positions of all 9 atoms, in Å:
C: 0.3791 0.5760 0.1687  -0.417
C: -1.4631 -0.9644 -0.3085  -0.310
N: 0.5885 1.5897 0.8453  -0.175
N: 0.6893 2.4176 1.6085  0.259
O: 2.8306 -0.0858 -0.6583  -0.493
O: -1.1591 -1.4129 -1.3496  -0.075
S: 1.4522 -0.4789 -0.5557  0.996
H: -1.2344 -1.6544 0.5818  0.108
H: -2.0833 0.0132 -0.3322  0.107

Computed properties:
net charge = 0
LUMO = -2.112 eV

Q: Which of them is the most stable? A: i).